Record 1
Molecular formula: C27H29NO7S3Ti
Method: DFT, ωB97M-V with the def2-TZVPD basis set

Positions of all 68 atoms, in Å:
Ti -0.10484 -0.04275 1.06970
O -2.93422 2.83115 1.85796
C -2.15176 1.91135 1.88194
O -1.32644 1.55376 0.89708
C -2.07253 0.97306 2.99045
C -2.61836 1.21630 4.22135
C -2.41797 0.28721 5.17924
C -1.48755 -0.74503 4.91042
C -0.81865 -0.87107 3.71635
N -1.14930 0.00290 2.73495
C 0.24091 -1.83763 3.32334
O 0.42887 -2.89997 3.93946
O 0.85414 -1.48068 2.18971
H -3.18091 2.13567 4.28809
H -2.76471 0.33153 6.24275
H -1.16758 -1.33484 5.81675
O -1.43693 -1.49365 -0.01925
S -1.55373 -1.78808 -1.47957
C -3.01052 -0.75930 -2.00243
C -2.70084 0.78478 -1.90644
C -1.64838 1.22013 -2.96877
C -0.89404 2.44463 -2.37987
S 0.47893 2.11035 -1.31332
O 0.29650 0.62430 -1.00585
C 1.73564 2.05280 -2.58057
C 2.18623 3.24039 -3.07375
C 3.06838 3.24175 -4.12375
C 3.56633 2.01606 -4.63278
C 3.22402 0.81587 -4.05607
C 2.34783 0.83957 -2.97891
C -2.45274 -3.39679 -1.39244
C -2.75279 -3.93309 -0.16808
C -3.24965 -5.24087 -0.18687
C -3.39317 -5.93523 -1.38631
C -3.21154 -5.29825 -2.59598
C -2.77935 -3.98119 -2.57019
H -3.77283 -1.04617 -1.27038
H -3.29644 -1.17701 -3.00959
H -2.34002 0.88774 -0.85790
H -3.60877 1.29781 -1.98151
H -1.93835 1.58979 -4.00228
H -0.96670 0.35583 -3.01340
H -1.56796 3.02076 -1.63048
H -0.58815 3.22466 -3.08440
H 1.78109 4.18696 -2.68500
H 3.27298 4.08590 -4.69814
H 4.13172 1.94237 -5.59424
H 3.62336 -0.09781 -4.41967
H 2.16803 -0.02508 -2.35804
H -2.65845 -3.32706 0.71636
H -3.43321 -5.68632 0.74128
H -3.54223 -6.97485 -1.33587
H -3.27438 -5.77280 -3.57464
H -2.60286 -3.52417 -3.51828
O 1.49709 1.39514 1.56390
S 2.20298 1.48522 2.89208
C 3.43135 0.08913 2.99391
C 4.68370 0.40941 2.16889
C 4.52551 1.86879 1.69571
C 3.60496 2.59437 2.67335
H 2.88361 -0.81163 2.61209
H 3.75703 -0.15455 4.05136
H 4.85817 -0.23011 1.33548
H 5.47113 0.27271 2.89983
H 3.93242 1.79233 0.76315
H 5.39166 2.51064 1.47216
H 3.18599 3.49632 2.34507
H 4.03831 2.72657 3.67089

For the energy above the lowest of the compared OMol25 structures with the same formula, charge and spin, the calculation gives 59.8 kJ/mol. The total charge is 0. As for the gap between HOMO and LUMO (alpha / beta): 0.1853 / 0.3194 Ha. The multiplicity is 3. The calculation puts the electronic energy at -99913.435 eV. As for the expectation value of S²: 2.03.



Record 2
Molecular formula: C27H30BNO4
Method: DFT, ωB97M-V with the def2-TZVPD basis set

Positions of all 63 atoms, in Å:
C 6.55034 -0.17100 -1.67529
C 5.48621 0.75963 -2.19759
C 5.51544 2.14517 -2.02512
C 4.49118 2.85902 -2.74958
C 3.51752 2.21071 -3.54846
B 3.08323 -0.74798 0.46658
O 2.96607 -1.37024 1.69612
C 1.54541 -1.32819 1.95761
C 0.97692 -0.54103 0.13157
C 0.40682 0.33670 -1.03237
C 1.49791 -1.79002 -0.59460
O 2.95373 -1.47671 -0.72887
C 1.96412 1.05135 1.14831
O 3.09491 0.75092 0.41446
O 4.48016 0.47689 -2.95275
H 7.52329 0.32948 -1.56573
H 6.35820 -0.60051 -0.68272
H 6.74164 -1.00739 -2.34916
H 6.23322 2.60199 -1.37992
H 4.44611 3.93526 -2.63335
H 1.13060 -2.34440 2.15358
H 1.32378 -0.61512 2.79358
H 1.70118 2.17785 -1.48709
H 0.15246 -0.27225 -1.95128
H -0.61613 0.38778 -0.61154
H 1.33536 -2.75904 -0.09772
H 1.00593 -1.88931 -1.57258
H 1.27909 1.91605 0.95948
H 2.20389 1.03840 2.24847
C -3.58601 -3.18095 -0.60874
C -3.50607 -2.25250 0.51415
N -3.66875 -2.78081 1.77855
C -3.83962 -4.17679 2.07095
C -3.45816 -1.81796 2.74785
C -3.17020 -0.60455 2.05292
C -2.90804 0.51052 2.89505
C -2.80774 0.32355 4.28459
C -2.92055 -0.94283 4.90256
C -3.36157 -2.00785 4.12274
C -3.16724 -0.91375 0.63889
C 1.02624 1.61467 -2.11134
C -0.44205 2.36440 -2.47062
C -1.65356 1.72630 -2.04565
C -2.68609 2.42650 -1.43943
C -2.87139 3.77571 -1.76795
C -1.88120 4.35269 -2.59921
C -0.75236 3.61707 -3.01611
H -3.26133 -2.70809 -1.52742
H -2.89164 -3.98533 -0.41438
H -4.56495 -3.64420 -0.67409
H -3.95767 -4.29014 3.14888
H -4.74155 -4.56830 1.57666
H -2.95459 -4.75801 1.76501
H -2.79760 1.50802 2.45447
H -2.55984 1.15854 4.93690
H -2.75632 -1.10283 5.96801
H -3.65456 -2.97286 4.53793
H 1.46332 1.12061 -2.98480
H -1.72397 0.64372 -1.91883
H -3.31583 1.81259 -0.83167
H -3.77606 4.28636 -1.40934
H -2.09107 5.34355 -2.97336
H -0.11060 4.05895 -3.73722

For the energy above the lowest of the compared OMol25 structures with the same formula, charge and spin, the calculation gives 1955.8 kJ/mol. The total charge is 0. As for the gap between HOMO and LUMO: 0.0650 Ha. The calculation puts the electronic energy at -38821.781 eV.